1.
Computed, not measured: CH3NO in the gas phase, with ωB97M-V with the def2-TZVPD basis set.

Last column: Löwdin charge in e.
CARTESIAN COORDINATES (ANGSTROEM)
C 0.968489 0.046679 -0.065634  -0.053
H -2.152605 -0.348244 0.194668  0.131
H 0.525468 1.210930 0.205470  0.139
H 2.037780 -0.256455 -0.188325  0.067
N -0.100905 -0.746512 -0.016444  -0.104
O -1.278227 0.093603 -0.129734  -0.180

Cartesian forces (eV/Å) of the 2 atoms listed first:
-4.83 1.68 1.49
2.91 0.28 -0.68

Calculated values
frontier orbital gap: 11.013 eV
structure (SMILES): C=NO

=====

2.
Computed, not measured: a 3-piece molecular cluster, C2H8NO4 overall, with ωB97M-V with the def2-TZVPD basis set.

Last column: Löwdin charge in e.
CARTESIAN COORDINATES (ANGSTROEM)
C -2.171982 -0.172244 -1.003941  -0.122
N -0.810041 -0.137523 -0.485860  -0.043
C -0.154347 1.074226 -0.188652  -0.782
O 0.926807 1.091312 0.481697  -0.102
O -0.762281 2.126454 -0.499275  -0.085
H -2.205647 -0.746951 -1.912639  0.061
H -2.400817 0.908015 -1.160961  0.073
H -2.880303 -0.386532 -0.208937  0.057
H -0.291733 -0.970612 -0.708067  0.089
H -0.365150 -1.825114 1.461923  0.014
H 0.457258 -0.488540 1.814330  0.027
O 0.462283 -1.453535 1.721500  -0.078
H 1.729312 -0.816663 -0.349797  -0.016
H 2.333990 -1.805431 0.648468  0.004
O 2.265144 -1.615783 -0.285446  -0.095

Cartesian forces (eV/Å) of the 2 atoms listed first:
0.88 2.59 0.75
-0.39 -1.06 -0.34

Calculated values
frontier orbital gap: 8.030 eV
total charge: -1

=====

3.
Computed, not measured: C5H10O2 in the gas phase, with ωB97M-V with the def2-TZVPD basis set.

Last column: Löwdin charge in e.
CARTESIAN COORDINATES (ANGSTROEM)
O 2.837532 -0.454815 -0.821966  -0.049
C 1.739295 -0.848311 -0.033927  -0.230
C 0.393525 -0.307504 -0.505944  -0.329
C -0.748398 -0.799620 0.387640  -0.140
C -1.804245 0.280536 0.177321  -0.169
C -0.921261 1.516248 0.145757  -0.200
O 0.324590 1.125919 -0.447305  -0.103
H 2.817249 0.509432 -0.865310  0.088
H 1.887496 -0.590454 1.027517  0.128
H 1.698218 -1.942704 -0.099599  0.131
H 0.259109 -0.611424 -1.556092  0.156
H -0.396594 -0.774996 1.427764  0.122
H -1.062215 -1.819218 0.152279  0.121
H -2.535257 0.415730 0.979736  0.114
H -2.347518 0.116558 -0.762759  0.117
H -0.731594 1.838688 1.180052  0.120
H -1.409933 2.345932 -0.385172  0.122

Cartesian forces (eV/Å) of the 2 atoms listed first:
-0.04 0.35 -0.10
-0.29 -0.13 0.19

Calculated values
frontier orbital gap: 10.691 eV
structure (SMILES): OC[C@H]1CCCO1

=====

4.
Computed, not measured: C6H9NO as an isolated structure, with ωB97M-V with the def2-TZVPD basis set.

Last column: Löwdin charge in e.
CARTESIAN COORDINATES (ANGSTROEM)
C 1.754096 1.389788 0.611507  -0.008
C 0.014725 -0.073941 -2.065576  -0.046
N -0.257655 -0.225254 1.501227  -0.068
C 0.514377 0.608943 0.431329  -0.183
C -0.894847 -0.882644 0.317703  -0.230
C -0.062054 -0.121978 -0.583316  -0.211
C -1.965496 -1.668292 0.356019  0.075
O -0.690711 1.054270 1.768910  -0.136
H 0.126265 -0.769998 2.280788  0.191
H 2.635224 0.779952 0.426754  0.087
H 1.825147 1.761998 1.634970  0.087
H 1.759089 2.265896 -0.038707  0.093
H -0.907289 0.315728 -2.506433  0.077
H 0.178374 -1.074502 -2.478563  0.079
H 0.844567 0.567232 -2.388452  0.078
H -2.453964 -1.903383 1.288889  0.059
H -2.419849 -2.023816 -0.557048  0.057

Cartesian forces (eV/Å) of the 2 atoms listed first:
-0.16 0.41 0.81
-0.13 0.33 -0.05

Calculated values
frontier orbital gap: 8.044 eV

=====

5.
Computed, not measured: C50H59MoN9SSe4 as an isolated structure, with ωB97M-V with the def2-TZVPD basis set.

Last column: Löwdin charge in e.
CARTESIAN COORDINATES (ANGSTROEM)
Mo -0.332166 -0.345463 -1.059171  1.398
C -1.122880 -2.406517 -7.041657  -0.079
C 0.213746 -2.366732 -6.289911  -0.176
C 0.032609 -2.439164 -4.808601  -0.125
C 0.223281 -3.501750 -3.971436  -0.110
C 0.640791 -4.894873 -4.318747  -0.176
C -0.552249 -5.855322 -4.403059  -0.080
C -0.050206 -3.030018 -2.644656  -0.210
N -0.381721 -1.693248 -2.660663  -0.046
C -0.344431 -1.330328 -3.981022  -0.276
C -0.567251 -0.046154 -4.467075  -0.035
C -0.920520 1.064036 -3.734017  -0.255
C -1.234634 2.356578 -4.297701  -0.115
C -1.122560 2.729754 -5.740962  -0.179
C 0.259508 3.318792 -6.052295  -0.072
C -1.616400 3.149460 -3.263942  -0.133
C -1.548584 2.337867 -2.071273  -0.229
C -1.940664 2.766344 -0.824354  0.051
C -2.015741 1.962912 0.306287  -0.236
N -1.640747 0.650425 0.325395  -0.022
C -1.848244 0.222504 1.617691  -0.224
C -1.495698 -1.028397 2.100916  0.061
C -0.940760 -2.082826 1.402171  -0.246
N -0.644754 -2.082738 0.059876  -0.040
C -0.242751 -3.360129 -0.228647  -0.219
C 0.043333 -3.804756 -1.503460  0.072
C -0.177623 -4.156066 0.972248  -0.120
C -0.623699 -3.360503 1.988457  -0.129
C -0.746308 -3.695815 3.440905  -0.180
C -2.174777 -4.096745 3.833722  -0.078
C 0.314936 -5.567294 1.049465  -0.181
C -0.829688 -6.586969 1.066264  -0.075
C -2.386433 1.287719 2.420031  -0.117
C -2.458366 2.388591 1.604872  -0.118
C -2.873576 3.783976 1.962495  -0.181
C -4.366144 3.892924 2.290698  -0.076
C -2.753377 1.176799 3.870764  -0.169
C -2.000594 2.154162 4.785151  -0.076
N -1.077883 1.081225 -2.369343  -0.056
C -2.148438 4.546008 -3.311141  -0.181
C -3.683063 4.549655 -3.266319  -0.080
H -0.958296 -2.295053 -8.114200  0.073
H -1.784038 -1.606536 -6.707227  0.069
H -1.629006 -3.356219 -6.865820  0.070
H 0.750560 -1.447403 -6.538762  0.109
H 0.833731 -3.203083 -6.616628  0.109
H 1.350768 -5.259330 -3.573004  0.114
H 1.154168 -4.879416 -5.281414  0.108
H -1.096462 -5.887503 -3.458445  0.068
H -0.214305 -6.864329 -4.643522  0.072
H -1.244819 -5.531399 -5.180589  0.070
H -0.462904 0.083062 -5.534438  0.105
H -1.894238 3.464249 -5.981697  0.109
H -1.293716 1.855301 -6.370841  0.104
H 0.451954 4.190857 -5.427105  0.078
H 0.313696 3.617238 -7.100256  0.073
H 1.042779 2.586870 -5.852719  0.044
H -2.235847 3.800978 -0.730492  0.107
H -1.679067 -1.207790 3.151126  0.102
H 0.332821 -4.839397 -1.624659  0.113
H -0.428785 -2.840262 4.042656  0.110
H -0.071038 -4.523528 3.668865  0.110
H -2.877919 -3.289512 3.626639  0.071
H -2.221909 -4.339686 4.895972  0.074
H -2.494829 -4.971098 3.268463  0.062
H 0.917061 -5.682745 1.953998  0.112
H 0.969307 -5.773410 0.201294  0.106
H -1.454815 -6.450919 1.947514  0.057
H -0.435028 -7.603722 1.081372  0.074
H -1.458328 -6.469918 0.182781  0.078
H -2.638660 4.459137 1.139913  0.099
H -2.290461 4.119314 2.822381  0.102
H -4.962945 3.569086 1.437747  0.081
H -4.632073 4.923791 2.526826  0.074
H -4.622506 3.265423 3.143916  0.061
H -2.546835 0.163453 4.211923  0.093
H -3.827961 1.334655 3.990562  0.111
H -0.957246 2.236148 4.475463  0.062
H -2.022009 1.797654 5.815334  0.075
H -2.447165 3.147681 4.770130  0.062
H -1.815634 5.033068 -4.228814  0.109
H -1.748207 5.121067 -2.473096  0.112
H -4.087593 3.987307 -4.108646  0.078
H -4.066548 5.569660 -3.317731  0.072
H -4.045874 4.083226 -2.350350  0.066
Se 1.902166 0.264720 -1.891258  0.178
Se 4.160957 -2.116310 -1.773598  -0.229
Se 4.512373 -1.470438 -3.832555  -0.160
Se 2.474692 0.431991 -4.033466  0.085
N 2.158634 1.946232 5.198952  0.169
C 2.449212 1.701871 6.519687  -0.193
C 2.576212 2.532632 7.625531  -0.024
C 2.888455 1.923528 8.825495  -0.094
C 3.064000 0.536239 8.920142  -0.094
C 2.936591 -0.288396 7.821324  -0.013
C 2.634182 0.306820 6.596577  -0.226
N 2.467177 -0.255095 5.352716  0.185
C 2.184056 0.735487 4.546262  -0.278
C 1.867925 0.569272 3.139594  -0.120
C 2.084115 -0.663947 2.520256  0.030
C 1.625432 -0.875708 1.243091  -0.112
N 0.930164 0.055209 0.554066  -0.231
C 0.932310 1.303785 1.063213  -0.150
C 1.348192 1.589688 2.342245  0.005
H 1.988443 2.847207 4.790852  0.150
H 2.440811 3.603952 7.550104  0.108
H 3.006851 2.531565 9.712392  0.101
H 3.312956 0.108718 9.882512  0.100
H 3.065271 -1.360159 7.885778  0.112
H 2.586964 -1.448297 3.066698  0.124
H 1.813014 -1.812882 0.735875  0.115
H 0.591244 2.093555 0.406186  0.064
H 1.234152 2.601390 2.711144  0.113
C 5.335728 2.093192 -1.463031  -0.075
N 4.121449 2.794946 -1.820992  -0.073
C 3.275380 3.344430 -0.947538  -0.972
N 3.699967 3.505293 0.327389  0.100
S 1.759329 3.879297 -1.414752  0.564
H 5.845298 1.797852 -2.376164  0.091
H 5.121233 1.185368 -0.889421  0.076
H 6.001107 2.737973 -0.884228  0.082
H 3.731230 2.613124 -2.734835  0.044
H 4.513307 3.029011 0.680368  0.088
H 3.024315 3.851992 0.981054  0.070

Cartesian forces (eV/Å) of the 2 atoms listed first:
0.32 -0.09 -1.07
0.15 -0.01 -0.01

Calculated values
frontier orbital gap (alpha / beta): 4.222 / 4.200 eV

=====

6.
Computed, not measured: C3H6P2 in the gas phase, with ωB97M-V with the def2-TZVPD basis set.

Last column: Löwdin charge in e.
CARTESIAN COORDINATES (ANGSTROEM)
C 0.998062 1.019260 0.036373  -0.509
C -0.491271 0.976387 -0.089658  -0.519
C 0.499007 -1.471467 -0.194043  -0.748
P 1.919874 -0.374603 0.106968  0.867
P -1.172423 -0.740711 0.115953  0.807
H 1.678789 1.807546 -0.047608  -0.010
H -0.910187 1.741299 0.679123  0.103
H -0.835212 1.338153 -1.007254  0.027
H 0.487055 -1.628592 -1.327847  0.045
H 0.621719 -2.444585 0.243652  0.000
H -1.233015 -0.845335 1.580845  -0.062

Cartesian forces (eV/Å) of the 2 atoms listed first:
0.58 -2.47 -0.19
-0.10 1.60 3.01

Calculated values
frontier orbital gap: 9.476 eV
structure (SMILES): C1=PCPC1

=====

7.
Computed, not measured: C19H20N5OSSbSe4Sn as an isolated structure, with ωB97M-V with the def2-TZVPD basis set.

Last column: Löwdin charge in e.
CARTESIAN COORDINATES (ANGSTROEM)
Sn -0.219918 0.041796 -0.047852  1.002
C -1.520563 -0.330868 4.307476  -0.035
C -1.951994 -1.648669 4.375086  -0.038
C -1.829308 -2.483063 3.275794  -0.002
C -1.261078 -1.986953 2.111313  -0.218
N -0.859844 -0.708439 2.061518  -0.073
C -0.984357 0.112501 3.116608  -0.129
C -1.030197 -2.773483 0.852123  -0.204
C -1.268088 -4.146468 0.819129  -0.033
C -0.991290 -4.876051 -0.327329  -0.078
C -0.464010 -4.238942 -1.443794  -0.085
C -0.236061 -2.866884 -1.407875  -0.133
C -0.518120 -2.109789 -0.271402  -0.325
H -1.600236 0.345776 5.147530  0.112
H -2.389798 -2.030905 5.289527  0.114
H -2.172576 -3.506412 3.325007  0.106
H -0.648799 1.139063 2.992642  -0.019
H -1.657669 -4.665373 1.688003  0.102
H -1.174530 -5.942296 -0.341808  0.104
H -0.233107 -4.809144 -2.336777  0.102
H 0.179805 -2.395383 -2.292887  0.066
N 2.169534 4.735348 -2.682087  0.200
C 2.655795 3.861579 -3.587246  -0.506
O 3.613633 4.082598 -4.312192  0.051
C 1.946430 2.538533 -3.672155  -0.126
C 1.874498 1.867106 -4.881674  0.004
C 1.240341 0.637193 -4.927385  -0.038
C 0.733955 0.105021 -3.748584  -0.130
N 0.839303 0.729047 -2.572864  -0.006
C 1.417454 1.931250 -2.548833  -0.151
H 2.692047 5.576945 -2.504404  0.118
H 1.436623 4.500201 -2.029670  0.053
H 2.313350 2.317852 -5.763769  0.129
H 1.133980 0.095189 -5.857476  0.108
H 0.213826 -0.846540 -3.753038  0.096
H 1.444147 2.427414 -1.581922  0.045
Se -0.816351 5.758272 0.460272  -0.023
Sb 0.637710 4.156551 1.745199  -0.171
Se -0.924216 3.391666 -0.127728  -0.135
Se -0.061274 3.456052 3.898356  -0.052
Se 2.918293 4.364560 1.024591  -0.088
C 4.333311 -0.275860 -2.560168  -0.047
N 3.472553 -0.669499 -1.455070  -0.032
C 3.212223 0.105718 -0.401263  -0.842
N 3.752200 1.308936 -0.355604  0.140
S 2.207568 -0.500995 0.883654  0.598
H 4.337074 -1.076098 -3.293727  0.095
H 5.357700 -0.103110 -2.223948  0.097
H 3.953870 0.623704 -3.050798  0.077
H 3.099881 -1.602974 -1.404519  0.123
H 4.311747 1.667380 -1.113563  0.107
H 3.491863 1.987549 0.371183  -0.029

Cartesian forces (eV/Å) of the 2 atoms listed first:
-0.02 0.26 0.22
-0.02 -0.07 0.00

Calculated values
frontier orbital gap: 7.044 eV

=====

Results for molar mass: 45.04 110.09 102.13 111.14 1229.93 104.03 922.78 (in g/mol, following the order of the records).
Results for E_tot: -4619.9528 -11885.6854 -9441.6242 -9899.7668 -340299.8594 -21784.1591 -314118.0827 (in eV, following the order of the records).
Results for largest force on an atom: 0.104 0.055 0.011 0.068 0.039 0.066 0.009 (in hartree/bohr, following the order of the records).